w) A molecular structure, C3H13N4, computed with the ωB97M-V functional and the def2-TZVPD basis.

## Properties
Total charge: +1
HOMO-LUMO gap in hartree: 0.3948
LUMO energy in Ha: -0.09303

Last column: Löwdin charge in e.
Atoms and positions in Å:
C  -2.7874  0.8287  -2.9551  -0.038
N  -2.1310  1.0562  -1.6664  -0.008
C  -1.1908  0.2689  -1.1736  -0.218
N  -0.6474  0.3281  0.0025  0.097
H  -2.9577  1.7852  -3.4382  0.093
H  -3.7397  0.3188  -2.8206  0.094
H  -2.1393  0.2234  -3.5789  0.090
H  -2.5124  1.7829  -1.0823  0.153
H  -0.8381  -0.5081  -1.8469  0.150
H  -1.0021  1.0709  0.6061  0.110
H  0.3364  -0.3180  0.4566  0.063
N  1.4038  -0.9427  0.9313  0.038
C  1.8738  -0.2617  2.1842  -0.304
N  3.0464  -0.7848  2.8077  0.026
H  2.1755  -0.9562  0.2673  0.123
H  1.1968  -1.9198  1.1371  0.125
H  2.0440  0.7801  1.9261  0.122
H  1.0457  -0.2948  2.8922  0.124
H  2.9470  -1.7417  3.1159  0.080
H  3.8765  -0.7155  2.2350  0.080

=====

x) A gas-phase ion, C3H13N4 (charge +1), computed with the ωB97M-V functional and the def2-TZVPD basis.

## Properties
SMILES string: C[NH2+]NN(C)CN
Total charge: +1
HOMO-LUMO gap in hartree: 0.3971
LUMO energy in Ha: -0.10926

Last column: Löwdin charge in e.
Atoms and positions in Å:
C  -2.5813  -0.0632  0.2853  -0.042
N  -1.2687  0.2031  -0.3260  -0.008
N  -0.1966  0.9182  0.8302  0.102
N  1.0642  0.5677  0.6076  -0.255
C  1.7080  1.2018  -0.5474  -0.006
C  1.2831  -0.7760  0.8021  -0.256
N  0.8156  -1.5672  -0.3451  0.051
H  -2.2511  -0.4743  1.2635  0.107
H  -3.1886  0.7680  0.5317  0.087
H  -3.1206  -0.7745  -0.1676  0.050
H  -0.5630  -0.6941  -0.5270  0.138
H  -1.4235  0.7859  -1.2035  0.167
H  -0.3934  1.8958  0.7918  0.125
H  1.1685  1.0360  -1.4997  0.101
H  1.6157  2.2009  -0.2700  0.076
H  2.7116  0.9179  -0.6629  0.087
H  2.3364  -0.8868  1.1388  0.157
H  0.6845  -1.0881  1.5554  0.097
H  1.3827  -1.4303  -1.1132  0.059
H  0.8014  -2.5703  0.0510  0.163

=====

Which one is most stable, and which one is least stable? w) is the most stable of them, while x) is the least stable.

=====

w) 3 unconnected molecules or ions with the total composition C3H13N4, computed with the ωB97M-V functional and the def2-TZVPD basis.

## Properties
Total charge: +1
HOMO-LUMO gap (alpha / beta) in hartree: 0.4002 / 0.2340
LUMO energy (alpha / beta) in Ha: -0.11466 / -0.20493

Last column: Löwdin charge in e.
Atoms and positions in Å:
C  2.1748  2.0859  2.4460  0.071
C  -1.3754  1.7730  0.3007  -0.015
C  0.2710  0.0214  0.1935  -0.032
N  0.8988  -1.0561  -0.1933  0.162
N  -1.2592  0.1360  -1.5415  0.131
N  -0.7525  0.5913  -0.2660  -0.241
N  -0.2030  -3.2860  -1.1060  0.062
H  2.3703  2.9862  1.8659  -0.017
H  1.1368  1.6877  2.5981  -0.021
H  3.0973  1.6296  2.9045  0.011
H  -2.3804  1.4189  0.6709  0.118
H  -0.8227  2.4003  1.0383  0.095
H  -1.2639  2.4684  -0.6678  0.147
H  1.8128  -1.2019  0.1954  0.117
H  0.5572  -1.8716  -0.7711  0.047
H  -2.2745  0.2495  -1.4183  0.112
H  -0.8675  0.8030  -2.1838  0.099
H  -0.0473  -3.2839  -2.1342  0.090
H  -1.1764  -3.4195  -1.1531  0.041
H  0.1038  -4.1323  -0.7780  0.023

=====

x) 2 unconnected molecules or ions with the total composition C3H13N4, computed with the ωB97M-V functional and the def2-TZVPD basis.

## Properties
Total charge: +1
HOMO-LUMO gap in hartree: 0.3348
LUMO energy in Ha: -0.12012

Last column: Löwdin charge in e.
Atoms and positions in Å:
C  1.6725  -1.2217  -0.7410  -0.008
N  1.1514  -0.6874  0.5398  0.038
C  1.5905  -1.0783  1.6884  -0.143
N  1.1860  -0.6316  2.8619  0.193
H  1.8320  -0.3872  -1.4188  0.095
H  0.9373  -1.8871  -1.1741  0.095
H  2.6000  -1.7499  -0.5615  0.092
H  0.5508  0.1139  0.4059  0.106
H  2.3518  -1.8514  1.6904  0.168
H  0.4997  0.1018  2.9672  0.141
H  1.6013  -1.0270  3.6900  0.135
N  -2.7091  1.5366  -0.3952  0.014
C  -1.4006  0.9919  -0.6511  -0.414
N  -0.9268  0.8367  -2.0304  0.008
H  -2.8600  2.4183  -0.8699  0.075
H  -3.4500  0.8981  -0.6373  0.070
H  -0.6743  1.6514  -0.1567  0.102
H  -1.3686  -0.0010  -0.1970  0.095
H  -1.5813  0.2382  -2.5181  0.069
H  -1.0024  1.7357  -2.4927  0.070

=====

Which one is most stable, and which one is least stable? x) is the most stable of them, while w) is the least stable.

=====

w) A single C2H6N2 molecule, computed with the ωB97M-V functional and the def2-TZVPD basis.

## Properties
SMILES string: [H]/N=C(/C)N
HOMO-LUMO gap in hartree: 0.3742
LUMO energy in Ha: 0.03645

Last column: Löwdin charge in e.
Atoms and positions in Å:
H  1.0343  -1.6757  1.1483  0.034
N  1.0076  -0.6624  1.0632  0.093
C  0.1968  -0.2260  0.1985  -0.588
C  0.0873  1.2571  -0.0120  -0.042
N  -0.5856  -0.9980  -0.6195  0.108
H  1.0497  1.6455  -0.3353  0.079
H  -0.1622  1.7370  0.9307  0.078
H  -0.6667  1.5012  -0.7554  0.063
H  -0.6387  -1.9890  -0.4519  0.092
H  -1.3224  -0.5898  -1.1665  0.083

=====

x) A single C2H6N2 molecule, computed with the ωB97M-V functional and the def2-TZVPD basis.

## Properties
SMILES string: [H]/N=C/NC
HOMO-LUMO gap in hartree: 0.3444
LUMO energy in Ha: 0.03408

Last column: Löwdin charge in e.
Atoms and positions in Å:
H  -1.1201  1.6347  -1.8507  0.014
N  -1.5299  0.7494  -1.6300  0.009
C  -0.5826  0.1792  -0.9403  -0.345
N  -0.4031  -0.3076  0.3356  -0.058
C  0.8618  -0.5195  1.0500  -0.082
H  0.4086  0.5071  -1.2161  0.088
H  -1.3820  -0.4627  0.5846  0.133
H  1.0449  -1.5052  1.5983  0.097
H  0.9876  0.1505  1.8052  0.028
H  1.7147  -0.4260  0.2635  0.116

=====

Which one is most stable, and which one is least stable? w) is the most stable of them, while x) is the least stable.